{
  "formula": "H16O8",
  "method": "ωB97M-V/def2-TZVPD",
  "homo_ev": -10.1,
  "relative_energy_kcal_mol": 82.9,
  "charge": 0,
  "e_tot_ha": -611.450499,
  "gap_ev": 10.017,
  "elements": ["H", "H", "H", "H", "H", "H", "H", "H", "H", "H", "H", "H", "H", "H", "H", "H", "O", "O", "O", "O", "O", "O", "O", "O"],
  "coordinates": [[1.52175, 0.17403, -0.66295], [0.08730, 0.46501, -0.25342], [-2.73668, 1.39093, -0.60458], [-1.64818, 1.71234, 0.40631], [1.24066, -2.46531, 2.77093], [2.70672, -2.83652, 2.61953], [-3.79556, -1.08412, -3.36806], [-3.83744, -0.94677, -1.85497], [-2.56538, 4.35213, -1.13903], [-2.66090, 3.52465, 0.13226], [2.14419, -0.38660, 1.72198], [2.77249, 0.65882, 0.81513], [1.64525, 1.98380, 0.11016], [2.29281, 3.00283, 1.03335], [1.73658, -4.34938, -1.06341], [0.48647, -5.16413, -0.77451], [0.80770, -0.15846, -0.10746], [-2.57214, 1.89418, 0.20080], [1.82570, -3.07972, 2.31352], [-3.31114, -0.70579, -2.62564], [-2.25893, 4.32423, -0.22563], [2.84505, -0.26757, 1.07112], [2.49604, 2.23540, 0.48678], [0.77764, -4.27398, -1.00221]]
}

{
  "formula": "C15H23N5W",
  "method": "ωB97M-V/def2-TZVPD",
  "homo_ev": [-23.1, -24.1],
  "relative_energy_kcal_mol": 4.7,
  "charge": 4,
  "e_tot_ha": -924.620457,
  "gap_ev": [7.060, 8.058],
  "s2": 2.019,
  "spin_multiplicity": 3,
  "elements": ["W", "C", "C", "N", "C", "C", "N", "C", "C", "N", "C", "C", "N", "C", "C", "C", "C", "C", "C", "C", "N", "H", "H", "H", "H", "H", "H", "H", "H", "H", "H", "H", "H", "H", "H", "H", "H", "H", "H", "H", "H", "H", "H", "H"],
  "coordinates": [[0.35968, -0.07905, -0.42174], [0.91286, 1.98981, 3.39061], [0.45633, 1.50065, 2.09238], [1.10057, 0.67108, 1.30505], [2.46531, 0.16227, 1.56413], [3.24508, 0.20771, 0.24726], [2.46820, -0.38533, -0.90964], [2.67016, -1.86420, -1.15185], [1.72968, -2.72109, -0.31512], [0.29726, -2.27168, -0.44465], [-0.36726, -2.58328, -1.75927], [-0.74497, -1.25129, -2.43517], [-1.31335, -0.36991, -1.42457], [-2.45789, 0.24956, -1.32079], [-3.62242, 0.08671, -2.19268], [-2.37065, 1.17563, -0.16541], [-3.31910, 2.08771, 0.27497], [-3.01293, 2.90116, 1.36414], [-1.78233, 2.76375, 2.01719], [-0.88530, 1.82789, 1.53870], [-1.16603, 1.07213, 0.45323], [1.53517, 1.25967, 3.91204], [0.07996, 2.28115, 4.02934], [1.53847, 2.89287, 3.28590], [2.39585, -0.84395, 1.98247], [2.99922, 0.77128, 2.29374], [4.20852, -0.29083, 0.36571], [3.45317, 1.25019, 0.00101], [2.85585, 0.07232, -1.73652], [3.69811, -2.15338, -0.92295], [2.53197, -2.05393, -2.21800], [1.99071, -2.68190, 0.74205], [1.83755, -3.76337, -0.62484], [-0.22276, -2.73729, 0.29679], [-1.26370, -3.18058, -1.59555], [0.29342, -3.16396, -2.40325], [-1.39344, -1.41034, -3.30041], [0.15852, -0.73143, -2.83976], [-3.42392, 0.49562, -3.19497], [-4.50437, 0.59125, -1.80679], [-3.86167, -0.97029, -2.35391], [-4.28345, 2.17927, -0.21043], [-3.73405, 3.62989, 1.71878], [-1.55203, 3.38751, 2.87276]]
}

{
  "formula": "C5H16N3",
  "method": "ωB97M-V/def2-TZVPD",
  "homo_ev": -14.9,
  "relative_energy_kcal_mol": 11.6,
  "charge": 1,
  "e_tot_ha": -364.156902,
  "gap_ev": 12.028,
  "elements": ["C", "C", "H", "H", "H", "H", "H", "H", "C", "C", "C", "N", "N", "N", "H", "H", "H", "H", "H", "H", "H", "H", "H", "H"],
  "coordinates": [[-1.03977, -2.60346, -0.35461], [-1.35214, -2.28282, -1.79287], [-1.51809, -1.95379, 0.37980], [-1.28430, -3.64130, -0.11561], [0.03154, -2.60444, -0.11345], [-2.39296, -2.00996, -1.94622], [-1.09821, -3.11500, -2.43924], [-0.86239, -1.36627, -2.11430], [1.98273, 0.94706, 0.94429], [1.42419, 0.45280, 2.27112], [-0.11084, 1.55378, -0.33527], [0.98868, 0.83856, -0.16622], [-0.30842, 2.67432, 0.38166], [-0.96794, 1.29455, -1.32498], [2.25437, 1.99719, 1.00258], [2.77492, 0.34833, 0.53282], [1.62833, 1.20873, 3.02846], [1.68081, -0.54908, 2.60179], [1.12862, 0.08926, -0.82424], [0.36562, 2.94310, 1.07897], [-1.26026, 2.90887, 0.62036], [-1.43688, 2.05589, -1.77685], [-0.96339, 0.40222, -1.74778], [0.33577, 0.41145, 2.20978]]
}